[1]
Formula: C22H47N6O2Si
Source: the OMol25 dataset
Level of theory: ωB97M-V with the def2-TZVPD basis set

**Net charge**: +1
**Highest occupied orbital energy (spin up / spin down)**: -10.1 / -11.2 eV
**Expectation value of S²**: 2.008
**Spin multiplicity**: 3
**HOMO-LUMO gap (spin up / spin down)**: 0.213 / 0.251 Eh
**F_max**: 1.8 eV/Å

The geometry in XYZ format:
```
78
C22H47N6O2Si ωB97M-V with the def2-TZVPD basis set
C -3.240 4.539 3.796
Si -1.597 3.746 3.376
C -0.239 4.148 4.616
C -1.770 1.891 3.338
C -0.902 4.338 1.678
N -1.481 4.380 0.466
N -0.602 4.827 -0.402
N 0.497 5.067 0.228
N 0.356 4.779 1.524
H -3.989 3.756 3.800
H -3.561 5.263 3.053
H -3.165 5.001 4.772
H -0.480 3.597 5.517
H 0.701 3.747 4.243
H -0.152 5.211 4.814
H -2.498 1.629 4.099
H -2.109 1.509 2.381
H -0.838 1.405 3.604
H 1.357 5.408 -0.184
H 1.086 4.894 2.214
C 0.418 -4.455 4.056
C -0.484 -3.310 3.561
C -1.583 -3.861 2.651
C -1.060 -4.307 1.287
C -0.302 -3.171 0.602
C 0.810 -2.579 1.467
N 0.305 -2.265 2.840
O -0.319 -1.135 2.837
C 2.011 -3.543 1.524
C 1.327 -1.298 0.826
C -1.103 -2.699 4.812
H -0.151 -5.098 4.725
H 0.790 -5.100 3.265
H 1.272 -4.066 4.612
H -2.346 -3.090 2.503
H -2.075 -4.693 3.158
H -0.422 -5.188 1.389
H -1.898 -4.614 0.659
H 0.132 -3.520 -0.337
H -1.013 -2.381 0.340
H 2.717 -3.239 2.299
H 2.539 -3.528 0.571
H 1.735 -4.580 1.698
H 0.533 -0.574 0.655
H 1.765 -1.529 -0.144
H 2.096 -0.831 1.445
H -0.337 -2.255 5.449
H -1.607 -3.478 5.381
H -1.839 -1.932 4.576
C 2.403 -0.410 -5.321
C 1.029 -0.763 -4.723
C -0.083 -0.401 -5.708
C -0.298 1.106 -5.835
C -0.555 1.730 -4.465
C 0.524 1.397 -3.434
N 0.807 -0.070 -3.416
O -0.077 -0.694 -2.710
C 1.806 2.203 -3.722
C 0.053 1.830 -2.049
C 1.049 -2.269 -4.491
H 2.605 -1.065 -6.167
H 2.475 0.604 -5.705
H 3.196 -0.557 -4.588
H -1.018 -0.867 -5.381
H 0.155 -0.831 -6.682
H 0.563 1.578 -6.316
H -1.151 1.298 -6.487
H -0.632 2.816 -4.557
H -1.524 1.378 -4.096
H 2.642 1.822 -3.134
H 1.654 3.247 -3.448
H 2.095 2.207 -4.769
H -0.901 1.382 -1.779
H -0.074 2.914 -2.044
H 0.787 1.561 -1.285
H 1.804 -2.539 -3.751
H 1.295 -2.771 -5.425
H 0.088 -2.648 -4.153
```

Löwdin atomic charge list, values in e, 2 entries:
1. C -0.150
2. Si 0.581



[2]
Formula: C22H48BNO11PS3
Source: the OMol25 dataset
Level of theory: ωB97M-V with the def2-TZVPD basis set

**Net charge**: -1
**Highest occupied orbital energy**: -4.9 eV
**HOMO-LUMO gap**: 0.254 Eh
**F_max**: 1.0 eV/Å

The geometry in XYZ format:
```
87
C22H48BNO11PS3 ωB97M-V with the def2-TZVPD basis set
O 1.561 5.259 3.625
P -0.032 5.540 3.897
O 0.097 6.417 5.250
S -0.961 3.839 4.236
B -0.740 6.658 2.437
O -0.131 7.996 2.365
C -0.488 8.345 1.053
C -0.173 7.100 0.216
C 1.241 7.143 -0.391
C 1.752 5.772 -0.867
C 2.995 5.321 -0.107
S 3.614 3.671 -0.548
C 3.000 2.667 0.818
S 3.841 2.668 2.227
N 1.914 1.883 0.576
C 1.300 1.313 1.795
C 0.057 0.461 1.534
O -0.850 1.004 0.596
C -0.119 1.232 -0.589
C 0.869 2.356 -0.363
O -0.328 6.019 1.143
H 1.607 4.693 2.846
H 0.349 5.837 5.979
H -1.959 6.701 2.580
H -1.573 8.546 1.008
H 0.054 9.238 0.719
H -0.904 6.982 -0.604
H 1.927 7.593 0.339
H 1.197 7.819 -1.258
H 0.947 5.047 -0.765
H 2.029 5.819 -1.927
H 3.836 5.969 -0.383
H 2.896 5.410 0.975
H 2.036 0.658 2.273
H 1.087 2.118 2.510
H 0.338 -0.546 1.181
H -0.483 0.360 2.479
H 0.414 0.302 -0.851
H -0.814 1.488 -1.392
H 1.311 2.695 -1.297
H 0.321 3.176 0.121
C 0.688 -2.129 -7.322
O 0.409 -2.701 -6.067
C 1.529 -2.719 -5.200
C 1.105 -2.647 -3.751
O 0.676 -1.362 -3.342
C -0.638 -0.963 -3.697
C -1.719 -1.605 -2.860
O -1.953 -2.947 -3.249
C -2.489 -3.729 -2.204
H 1.406 -2.730 -7.893
H -0.249 -2.083 -7.874
H 1.089 -1.114 -7.217
H 2.193 -1.875 -5.418
H 2.095 -3.649 -5.350
H 1.994 -2.850 -3.149
H 0.357 -3.412 -3.530
H -0.821 -1.098 -4.766
H -0.667 0.107 -3.478
H -2.643 -1.020 -2.973
H -1.418 -1.564 -1.806
H -1.850 -3.704 -1.313
H -2.552 -4.754 -2.565
H -3.493 -3.390 -1.921
C -0.491 -8.713 1.645
O -1.236 -7.553 1.919
C -1.582 -7.418 3.285
C -1.720 -5.965 3.680
O -0.487 -5.285 3.818
C 0.162 -4.858 2.632
C -0.459 -3.640 1.990
O -1.650 -3.969 1.294
C -2.527 -2.869 1.179
H -1.077 -9.625 1.819
H -0.206 -8.676 0.595
H 0.416 -8.759 2.258
H -0.820 -7.888 3.918
H -2.541 -7.920 3.473
H -2.164 -5.948 4.678
H -2.393 -5.445 2.995
H 0.244 -5.670 1.905
H 1.168 -4.577 2.949
H 0.260 -3.209 1.280
H -0.668 -2.890 2.762
H -2.773 -2.453 2.162
H -3.441 -3.230 0.708
H -2.100 -2.068 0.563
```

Löwdin atomic charge list, values in e, 2 entries:
1. O -0.263
2. P 0.289



[3]
Formula: C22H48Br2F2N3O8S2
Source: the OMol25 dataset
Level of theory: ωB97M-V with the def2-TZVPD basis set

**Net charge**: +1
**Highest occupied orbital energy**: -10.8 eV
**HOMO-LUMO gap**: 0.246 Eh
**F_max**: 4.1 eV/Å

The geometry in XYZ format:
```
87
C22H48Br2F2N3O8S2 ωB97M-V with the def2-TZVPD basis set
N 8.770 21.503 -12.104
H 7.961 22.096 -12.267
H 8.612 20.524 -12.522
H 8.891 21.326 -11.053
H 9.620 21.921 -12.486
N 7.948 23.144 -8.165
H 8.716 23.769 -7.899
H 8.393 22.273 -8.654
H 7.362 23.622 -8.854
H 7.378 22.932 -7.344
N 9.195 20.993 -9.406
S 10.737 20.788 -8.960
O 11.391 19.695 -9.550
O 11.030 21.160 -7.629
F 11.324 22.035 -9.767
S 8.560 19.517 -8.920
O 8.897 19.172 -7.600
O 8.474 18.543 -9.942
F 7.062 20.007 -8.773
Br 10.069 16.037 -7.520
C 9.973 15.812 -9.432
C 10.566 14.523 -9.812
Br 10.307 14.170 -11.695
H 10.482 16.641 -9.916
H 8.931 15.868 -9.739
H 10.206 13.681 -9.233
H 11.643 14.565 -9.661
C 11.388 21.384 -3.719
C 12.692 21.157 -4.164
C 13.706 21.044 -3.213
C 13.436 21.270 -1.871
C 12.131 21.484 -1.439
C 11.092 21.528 -2.368
H 10.617 21.504 -4.475
H 12.897 21.135 -5.227
H 14.716 20.778 -3.505
H 14.217 21.136 -1.132
H 11.882 21.661 -0.400
H 10.062 21.672 -2.065
C 14.958 18.090 -10.936
C 13.669 17.833 -11.370
C 13.391 16.681 -12.089
C 14.401 15.806 -12.430
C 15.707 16.069 -12.008
C 15.973 17.220 -11.279
H 15.234 19.011 -10.437
H 12.876 18.545 -11.172
H 12.357 16.430 -12.300
H 14.239 14.887 -12.981
H 16.525 15.392 -12.218
H 17.003 17.426 -11.010
C 9.242 16.729 -13.164
C 8.315 17.905 -13.439
O 8.460 18.924 -12.421
H 8.926 16.238 -12.238
H 10.247 17.120 -12.992
H 9.243 15.995 -13.962
H 7.275 17.563 -13.518
H 8.496 18.364 -14.413
H 8.360 18.491 -11.557
C 4.325 20.548 -10.261
C 4.614 20.092 -11.668
O 4.324 21.127 -12.626
H 5.091 21.239 -9.887
H 4.268 19.704 -9.570
H 3.393 21.107 -10.179
H 3.972 19.261 -11.951
H 5.653 19.764 -11.790
H 5.044 21.759 -12.675
C 10.360 18.460 -4.916
C 11.462 17.825 -4.092
O 12.319 17.026 -4.902
H 9.638 17.688 -5.198
H 10.713 18.981 -5.801
H 9.755 19.166 -4.338
H 11.092 17.183 -3.298
H 12.042 18.633 -3.637
H 12.866 17.616 -5.431
C 13.800 24.384 -5.618
C 13.912 24.098 -7.099
O 13.627 22.766 -7.420
H 12.778 24.216 -5.257
H 14.027 25.429 -5.400
H 14.464 23.728 -5.059
H 14.947 24.286 -7.392
H 13.319 24.807 -7.693
H 12.685 22.599 -7.304
```

Löwdin atomic charge list, values in e, 2 entries:
1. N 0.254
2. H 0.127